1.
22
Properties=species:S:1:pos:R:3 method="wB97M-V/def2-TZVPD" relative_energy_kj_mol=349.38 orbital_gap_ha=0.280 lumo_energy_ev=0.28
C 1.5737 0.7973 1.1862
C -1.6604 -0.1354 0.2977
C 1.2553 0.7124 -0.8085
C -1.9892 -0.9395 -0.9522
N 0.2580 0.6381 1.6614
C -0.2292 -0.3829 0.7561
N 1.7272 -0.4770 -1.4342
O 2.3809 -0.2342 1.4178
O -1.8700 1.2659 0.1301
O 0.2381 -1.5355 0.8394
H 1.7983 -1.0531 1.3092
H -2.7981 1.4088 -0.0830
H -0.2844 1.4897 1.5822
H 2.0421 1.7687 1.3251
H -2.2810 -0.4960 1.1343
H 2.6319 -0.7606 -1.0752
H 1.0754 -1.2448 -1.3026
H 1.9995 1.4990 -0.9342
H 0.3618 1.1069 -1.2862
H -1.7487 -1.9878 -0.7832
H -1.4253 -0.5702 -1.8080
H -3.0559 -0.8700 -1.1725

***

2.
6
Properties=species:S:1:pos:R:3 method="wB97M-V/def2-TZVPD" relative_energy_kj_mol=22.16 orbital_gap_ha=0.330 lumo_energy_ev=0.21
P -0.5430 -0.9385 -0.3177
P 0.7364 0.5561 -1.0821
P -1.5012 0.7495 0.6886
P 0.6823 0.1238 1.1544
H -1.9193 0.2180 1.9357
H 1.5056 -0.5525 -1.9831

***

3.
127
Properties=species:S:1:pos:R:3 method="wB97M-V/def2-TZVPD" orbital_gap_ha=0.306 lumo_energy_ev=-0.35
C 5.1262 -0.3999 2.7332
C 5.9271 -0.3388 1.4647
O 5.0345 -0.4825 0.3249
B 5.5201 -0.0953 -0.8692
O 6.8710 -0.1500 -1.2031
C 4.5173 0.5370 -1.9423
N 4.5841 2.0166 -1.7645
C 4.2950 2.4838 -0.6800
O 4.0912 2.9718 0.3356
O 3.1869 0.1000 -1.7003
C 2.5328 -0.6392 -2.6875
Cl 3.5215 -2.1180 -3.0349
P 2.4116 0.5585 -4.1833
N 1.0805 0.0314 -5.0864
O 3.7014 0.0629 -5.0759
C 1.1205 -1.0015 -2.0511
C 1.4281 -1.4326 -0.6066
C 0.4806 -2.3517 0.1972
C 0.3630 -1.9467 1.6877
C -1.0529 -2.2758 2.1634
S -1.2159 -2.4831 3.9064
O -0.1125 -3.2409 4.4010
O -2.5272 -2.9880 4.1788
Cl -1.1369 -0.5698 4.5699
C 0.4005 -2.0055 -2.9977
C 0.0615 -3.4491 -2.6151
C 1.2139 -4.3524 -2.1851
C -0.5806 -4.1054 -3.8528
O 0.5417 0.3049 -2.2437
C -0.5891 0.8661 -1.6593
C -1.5944 0.0364 -0.8970
C -2.9282 0.7950 -0.6265
C -3.0689 1.1669 0.8687
C -4.1536 -0.0385 -1.0764
S 0.0199 2.2273 -0.6052
C 1.1432 3.0437 -1.6915
O 0.6919 1.6881 0.5475
O -1.0542 3.1568 -0.3321
H 4.5888 -1.3380 2.8263
H 4.4658 0.4595 2.8126
H 5.8324 -0.3467 3.5540
H 6.6415 -1.1586 1.4402
H 6.4889 0.5890 1.4070
H 7.0251 -0.9418 -1.7301
H 4.8759 0.3304 -2.9448
H 0.7028 0.8129 -5.6172
H 1.3386 -0.6878 -5.7566
H 3.7749 -0.9030 -5.1122
H 2.4120 -1.8864 -0.5583
H 1.5320 -0.5151 -0.0335
H 0.9026 -3.3530 0.2104
H -0.5096 -2.4552 -0.2174
H 1.0414 -2.5562 2.2749
H 0.5640 -0.8857 1.8184
H -1.7959 -1.5747 1.8064
H -1.3146 -3.2579 1.7757
H -0.5384 -1.5234 -3.2660
H 0.9399 -2.0532 -3.9367
H -0.7141 -3.5051 -1.8553
H 1.7798 -4.6567 -3.0673
H 0.8392 -5.2667 -1.7311
H 1.9275 -3.8956 -1.5103
H 0.0457 -3.9374 -4.7277
H -1.5998 -3.7693 -4.0175
H -0.5889 -5.1824 -3.6946
H -1.1357 1.4020 -2.4409
H -1.1681 -0.1835 0.0736
H -1.8296 -0.8826 -1.4216
H -2.9287 1.7436 -1.1534
H -2.0997 1.2303 1.3630
H -3.6474 0.4264 1.4145
H -3.5104 2.1523 0.9803
H -4.8744 -0.1304 -0.2698
H -3.8707 -1.0369 -1.3947
H -4.6732 0.4746 -1.8817
H 0.5808 3.2180 -2.6063
H 1.3779 4.0066 -1.2528
H 2.0061 2.4232 -1.8973
C 8.5386 -1.2620 6.6498
N 8.1874 -0.8401 5.2663
O 7.4875 -1.5822 4.6077
O 8.6221 0.2241 4.8840
H 8.0841 -2.2215 6.8425
H 9.6203 -1.3245 6.7074
H 8.1613 -0.4996 7.3244
C -2.7425 5.2912 1.2916
N -4.2170 5.1998 1.4546
O -4.6547 4.5322 2.3673
O -4.9020 5.7974 0.6491
H -2.2740 4.7038 2.0710
H -2.4994 4.8936 0.3115
H -2.4709 6.3399 1.3653
C -4.1772 -5.5943 0.4690
N -2.8912 -5.0447 -0.0395
O -2.7522 -3.8367 -0.0399
O -2.0586 -5.8368 -0.4164
H -4.8070 -4.7658 0.7683
H -4.6247 -6.1655 -0.3382
H -3.9410 -6.2370 1.3112
C -7.8083 6.0659 1.5827
N -9.0382 6.8028 1.1830
O -8.9307 7.9618 0.8506
O -10.0847 6.1815 1.2031
H -6.9644 6.7337 1.5037
H -7.9488 5.7230 2.6032
H -7.6988 5.2250 0.9052
C 6.5264 -5.4881 8.5077
N 7.6110 -4.4717 8.5924
O 8.3460 -4.3439 7.6340
O 7.6862 -3.8310 9.6165
H 6.5872 -5.9712 7.5406
H 6.6827 -6.1947 9.3164
H 5.5837 -4.9650 8.6321
C -9.9827 4.2885 -1.9317
N -8.8334 3.3700 -1.6967
O -9.0228 2.1791 -1.8070
O -7.7764 3.8871 -1.4004
H -10.8499 3.6906 -2.1825
H -10.1407 4.8521 -1.0156
H -9.7057 4.9499 -2.7464
C -1.5525 3.9777 -6.7780
N -0.7624 2.8966 -6.1271
O 0.3536 2.6755 -6.5602
O -1.2829 2.3164 -5.2022
H -0.9574 4.4015 -7.5771
H -2.4642 3.5265 -7.1563
H -1.7779 4.7158 -6.0148

***

4.
91
Properties=species:S:1:pos:R:3 method="wB97M-V/def2-TZVPD" relative_energy_kj_mol=230.35 charge=-1 orbital_gap_ha="0.205 / 0.204" multiplicity=4 lumo_energy_ev="1.57 / 1.54"
V 0.3348 0.5161 0.2122
Br 3.3485 -4.0833 5.9093
C 3.1852 -2.3465 5.1357
C 4.3297 -1.5422 5.0069
C 4.2487 -0.2910 4.4589
C 3.0081 0.2460 3.9669
O 2.9380 1.3351 3.3292
C 1.8574 -0.5892 4.1971
C 0.5874 -0.0557 3.8057
N -0.4489 -0.7562 3.4813
C -1.6151 -0.0479 3.2526
C -2.8052 -0.5398 3.7538
C -3.9708 0.2378 3.8043
C -3.9496 1.5510 3.4175
C -2.7728 2.0763 2.8383
C -2.6297 3.4544 2.5392
C -1.4807 3.9061 1.9692
C -0.5304 2.9479 1.5598
N -0.6208 1.6602 1.7987
C -1.6625 1.2303 2.5969
C 1.9641 -1.8791 4.7323
H 5.2867 -1.9239 5.3427
H 5.1398 0.3142 4.3416
H 0.5532 1.0366 3.8138
H -2.7865 -1.5304 4.1884
H -4.8704 -0.1885 4.2304
H -4.8051 2.1997 3.5588
H -3.4439 4.1273 2.7844
H -1.3076 4.9516 1.7569
H 0.3448 3.2625 1.0110
H 1.0685 -2.4806 4.8226
S 1.9666 -0.9231 1.1116
C 1.0569 -2.3295 0.8156
N 1.6605 -3.5470 1.0508
N 1.2317 -4.5265 0.2517
C 1.0339 -4.4520 -1.1484
C 0.3887 -5.5165 -1.7671
C 0.1811 -5.5022 -3.1397
C 0.6082 -4.4264 -3.9029
C 1.2656 -3.3689 -3.2814
C 1.4903 -3.3785 -1.9154
N -0.1880 -2.3473 0.3609
N -0.7397 -1.1565 0.1557
C -1.9798 -1.3321 -0.5128
C -3.0830 -0.5671 -0.1513
C -4.2832 -0.7009 -0.8330
C -4.3908 -1.5917 -1.8927
C -3.2924 -2.3657 -2.2453
C -2.0961 -2.2514 -1.5545
H 1.4830 -5.4386 0.6002
H 0.0243 -6.3434 -1.1687
H -0.3335 -6.3336 -3.6058
H 0.4290 -4.4056 -4.9700
H 1.5954 -2.5099 -3.8521
H 1.9944 -2.5388 -1.4561
H -3.0068 0.1120 0.6883
H -5.1418 -0.1159 -0.5234
H -5.3250 -1.6885 -2.4313
H -3.3615 -3.0669 -3.0677
H -1.2409 -2.8550 -1.8236
C -3.2694 2.6820 -0.7312
C -2.3277 2.1011 -1.7173
N -1.1712 1.5045 -1.4814
C -0.7227 1.0713 -2.7117
C -1.6021 1.4313 -3.6906
N -2.6097 2.0869 -3.0345
C -1.7167 1.2483 -5.1584
O -0.7510 0.5949 -5.7591
O -2.6807 1.7087 -5.7340
C 0.5290 0.2745 -2.8117
O 0.9152 -0.1022 -3.9346
O 1.0748 0.0483 -1.7066
H -3.0508 2.2879 0.2540
H -4.2936 2.4096 -0.9887
H -3.1970 3.7699 -0.6955
H -3.4354 2.4246 -3.5041
H -0.0471 0.2985 -5.0896
F 6.3248 3.0080 -2.2908
C 5.2358 3.7852 -2.3613
F 4.9487 3.9616 -3.6616
F 5.5829 4.9938 -1.8731
C 4.0715 3.2078 -1.6020
C 2.7761 3.5575 -1.9553
C 1.7400 3.0245 -1.2180
N 1.9256 2.1877 -0.1914
C 3.1765 1.8904 0.1670
C 4.2810 2.3779 -0.5205
H 2.5727 4.2099 -2.7923
H 0.7092 3.2446 -1.4710
H 3.2964 1.2837 1.0573
H 5.2730 2.0961 -0.1996

***

E? In order: -532.86093, -1366.57345, -5446.31813, -6665.42522 a.u..